w) DFT (wB97M-V/def2-TZVPD) results for a 2-piece molecular cluster, C4H6O5 overall.

Results
LUMO level (spin up / spin down) ... -1.743 / -0.803 eV
Net charge ... 0
HOMO energy (spin up / spin down) ... -10.17 / -10.20 eV
2S+1 ... 1

Geometry (Å):
O  -0.5995  1.4308  -3.7723
O  1.9515  1.1114  0.4292
O  0.8863  0.3672  -1.9695
O  -1.1440  0.6957  -4.7600
O  0.5658  -0.3213  -0.8238
C  -0.7533  -1.2748  1.3641
C  1.0545  0.3043  0.3274
C  0.2718  -0.1999  1.5583
C  0.4757  0.3671  2.7659
H  -0.6537  -1.6663  0.3606
H  -0.7330  0.9729  -5.6165
H  -1.7698  -0.8979  1.4890
H  1.2043  1.1393  2.9321
H  -0.6537  -2.0920  2.0809
H  -0.1031  0.0634  3.6346

=====

x) DFT (wB97M-V/def2-TZVPD) results for a 2-piece molecular cluster, C4H6O5 overall.

Results
LUMO level ... -0.260 eV
Net charge ... 0
HOMO energy ... -10.84 eV
2S+1 ... 1

Geometry (Å):
O  -0.9144  -0.8253  -2.0599
O  1.0955  -0.3716  2.2882
O  -2.4936  0.6362  -1.5995
O  2.5501  0.9412  1.3278
O  0.8087  -1.4804  -0.1469
C  -1.3671  0.0572  -1.2533
C  -0.5821  0.4512  -0.0478
C  1.5513  0.3539  1.1205
C  0.8594  -0.0784  -0.0447
H  -1.1627  -0.0971  1.1606
H  0.6635  -1.5844  -1.0346
H  1.5451  0.2703  -0.7519
H  0.4251  -1.2667  1.8419
H  -0.3397  1.4696  0.0725
H  -2.6392  1.5242  -0.8730

=====

Most stable structure - x); separation to the second - 525.7 kJ/mol.

=====

w) DFT (wB97M-V/def2-TZVPD) results for C15H23N3O3 in the gas phase.

Results
LUMO level ... 0.767 eV
Net charge ... 0
HOMO energy ... -8.78 eV
2S+1 ... 1
SMILES ... CCOC(=O)[C@H]1CCCN(Cc2nc(CC3CC3)no2)C1

Geometry (Å):
O  1.1039  -4.3920  1.9201
O  3.3913  -3.3177  1.8053
O  -0.8886  2.6689  1.0667
N  -1.3428  3.5957  0.5747
N  -1.7997  1.8217  -0.7594
N  -0.1247  -0.3856  0.4356
C  1.6772  -2.2912  -0.6629
C  -1.3931  0.0937  0.9118
C  -3.4355  4.3874  -1.8046
C  -4.0898  5.5343  -2.6979
C  -1.6631  3.3125  -0.7128
C  -0.2042  -0.8505  -1.1833
C  1.7248  -2.0954  0.6615
C  3.6686  -4.5378  2.2886
C  1.2774  -1.2379  -1.6305
C  -1.2987  1.6126  0.4442
C  -4.3756  5.0331  -1.0266
C  0.3472  -1.6316  1.1184
C  5.1594  -4.5615  2.4748
C  1.9580  -3.4528  1.5430
C  -1.9787  4.3860  -1.7645
H  -5.3735  4.7476  -0.7915
H  5.5451  -3.7616  3.1387
H  -3.8354  5.7313  -0.4441
H  -3.5122  6.4083  -2.7603
H  -3.7722  3.3903  -2.1809
H  -4.7732  5.4685  -3.2327
H  1.7978  -0.3233  -1.2403
H  -1.5892  5.3145  -1.3601
H  3.1891  -4.6451  3.1616
H  3.4608  -5.4624  1.7261
H  2.5454  -2.7631  -1.2197
H  5.5205  -5.7058  2.9791
H  -1.1268  0.3319  1.9677
H  0.2713  -1.4238  2.1776
H  -0.5925  0.1226  -1.4511
H  -0.9787  -1.4384  -1.3389
H  0.9976  -1.4906  -2.5427
H  5.7337  -4.4656  1.6473
H  -0.5134  -2.6238  0.9350
H  -2.4491  -0.4894  0.6580
H  -1.4669  3.9498  -2.8146
H  1.0134  -3.1861  -1.0087
H  2.1952  -1.3776  0.9921

=====

x) DFT (wB97M-V/def2-TZVPD) results for C15H23N3O3 in the gas phase.

Results
LUMO level ... 0.810 eV
Net charge ... 0
HOMO energy ... -8.45 eV
2S+1 ... 1
SMILES ... CCCCNC(=O)NNC(=O)COc1cccc(C)c1C

Geometry (Å):
O  -2.9054  -1.4716  -1.0664
O  0.8726  0.0887  -0.1281
O  -1.0432  -3.9674  0.6485
N  -0.3653  -2.1978  -0.5664
N  2.4491  -0.9187  1.1757
N  0.9089  -2.1769  0.0168
C  -2.6721  1.5178  1.7986
C  -2.6839  -2.8120  -0.7145
C  3.2506  0.2656  1.3916
C  4.4476  0.0748  -0.8648
C  -1.3014  -3.0535  -0.1122
C  -2.6810  0.2011  2.2105
C  4.5897  0.2130  0.6517
C  -2.7425  1.8359  0.4485
C  3.7502  1.2661  -1.5112
C  -2.8845  1.1376  -1.9621
C  -2.8362  -0.5150  -0.0703
C  1.3791  -0.9082  0.3468
C  -2.7098  3.2675  0.0098
C  -2.8281  0.8175  -0.4987
C  -2.7598  -0.8210  1.2810
H  5.4477  -0.0334  -1.2914
H  -2.7533  -1.8438  1.6235
H  3.8904  -0.8356  -1.0975
H  -3.4426  -3.1948  -0.0205
H  -0.5945  -1.3145  -1.0135
H  -2.7618  -3.3746  -1.6505
H  -3.6097  3.5211  -0.5495
H  -1.9612  1.6258  -2.2732
H  4.2340  2.1965  -1.2212
H  -2.6200  -0.0416  3.2609
H  -1.8537  3.4442  -0.6397
H  -2.6016  2.3094  2.5301
H  -3.7101  1.8149  -2.1753
H  0.9948  -2.9439  0.6785
H  2.6529  1.1103  1.0480
H  -2.6370  3.9304  0.8680
H  -3.0167  0.2309  -2.5435
H  5.1391  1.1274  0.8829
H  5.1717  -0.6308  1.0334
H  3.4304  0.3752  2.4661
H  2.7047  1.3068  -1.2185
H  2.8690  -1.8038  1.4124
H  3.7931  1.1804  -2.5944

=====

Most stable structure - x); separation to the second - 1541.2 kJ/mol.

=====

w) DFT (wB97M-V/def2-TZVPD) results for a 3-piece molecular cluster, C4H16NO2 overall.

Results
LUMO level ... -2.882 eV
Net charge ... +1
HOMO energy ... -15.35 eV
2S+1 ... 1

Geometry (Å):
O  2.7812  -2.3880  -0.3936
O  0.7780  1.2878  -2.6252
N  0.6301  -0.5188  -0.5259
C  0.6584  0.2822  0.7700
C  -2.2532  -0.4657  1.3187
C  -1.8484  0.7152  0.4716
C  -0.4782  1.2868  0.8661
H  -0.4493  1.5681  1.9176
H  -0.2907  -0.9369  -0.6725
H  0.6251  -0.4355  1.5860
H  1.6804  0.6675  0.7673
H  -1.8510  0.6332  -0.6220
H  -2.1557  -0.2111  2.3753
H  -3.2986  -0.7454  1.2279
H  0.8442  0.1393  -1.2961
H  1.1139  1.5344  -3.4972
H  3.2369  -3.0750  0.1106
H  3.5685  -1.9729  -0.7755
H  1.3288  -1.2756  -0.4745
H  -0.1529  1.5322  -2.6246
H  -0.2189  2.2177  0.3563
H  -2.5449  1.5392  0.6487
H  -1.7036  -1.3787  1.0909

=====

x) DFT (wB97M-V/def2-TZVPD) results for a 3-piece molecular cluster, C4H16NO2 overall.

Results
LUMO level ... -2.921 eV
Net charge ... +1
HOMO energy ... -15.14 eV
2S+1 ... 1

Geometry (Å):
O  2.8885  -1.4117  1.5826
O  -1.2687  -2.9274  -0.6777
N  -0.1998  -0.4661  0.3165
C  -0.8266  0.8699  -0.0567
C  0.4685  1.8664  -2.0320
C  0.2222  1.8647  -0.5475
C  -1.6261  1.3300  1.1356
H  -0.1278  2.8295  -0.1847
H  -0.8778  -1.1928  0.0888
H  1.1535  1.6314  -0.0134
H  -0.9748  1.4998  1.9991
H  1.2809  2.5336  -2.2852
H  2.4453  -1.5491  2.4227
H  0.6280  -0.6277  -0.2605
H  3.8229  -1.2526  1.7396
H  -1.5536  0.6514  -0.8373
H  -0.9004  -3.4606  -1.3831
H  -2.4138  0.6355  1.4180
H  -2.1276  2.2471  0.9990
H  0.7710  0.9087  -2.4564
H  -2.2019  -3.1016  -0.5331
H  0.2346  -0.3415  1.2217
H  -0.4287  2.2319  -2.5362

=====

Most stable structure - w); separation to the second - 29.6 kJ/mol.

=====

w) DFT (wB97M-V/def2-TZVPD) results for a 3-piece molecular cluster, C4H16NO2 overall.

Results
LUMO level ... -2.838 eV
Net charge ... +1
HOMO energy ... -14.98 eV
2S+1 ... 1

Geometry (Å):
O  -0.2552  1.6934  2.1360
O  -3.4713  -0.3259  -0.9152
N  -0.7853  0.2735  -0.2295
C  1.2302  -1.0758  0.4404
C  2.2559  0.7572  -1.0370
C  -0.2326  -1.1004  -0.0621
C  2.2978  -0.7177  -0.5848
H  -0.8852  -1.5644  0.7345
H  2.1273  1.4607  -0.2550
H  3.0826  0.9828  -1.6546
H  -0.2595  0.7104  -0.9452
H  0.4690  1.5265  2.8117
H  -0.6422  0.8061  0.6864
H  1.2877  0.9971  -1.5937
H  -3.9158  -1.1589  -1.0097
H  -0.3705  -1.6138  -1.0507
H  2.1157  -1.3394  -1.4635
H  1.2692  -0.4417  1.4461
H  -4.1722  0.2076  -1.3211
H  1.4554  -2.1274  0.8405
H  -1.9354  0.2220  -0.4181
H  -0.8179  2.3752  2.6579
H  3.1944  -1.0775  -0.1647

=====

x) DFT (wB97M-V/def2-TZVPD) results for a 3-piece molecular cluster, C4H16NO2 overall.

Results
LUMO level ... -2.747 eV
Net charge ... +1
HOMO energy ... -15.09 eV
2S+1 ... 1

Geometry (Å):
O  -1.3824  1.9868  -0.7088
O  -3.5053  -0.3186  0.4401
N  0.6302  0.0605  -0.8527
C  -0.0200  -1.0416  -1.6354
C  1.2589  0.9915  1.3694
C  0.9218  -0.2729  0.6050
C  2.0600  -1.3202  0.6849
H  1.6880  -2.3084  0.9344
H  2.5176  -1.3729  -0.3064
H  -1.0034  -1.2639  -1.2347
H  -3.8808  0.1521  1.1854
H  0.4119  1.6752  1.4443
H  -1.8034  2.6127  -1.2742
H  0.6886  -1.8655  -1.6244
H  2.1133  1.5345  0.9692
H  1.4773  0.7073  2.3985
H  -4.2766  -0.6278  -0.0214
H  -0.0115  -0.7559  0.8906
H  -0.1148  0.7810  -0.7684
H  -0.1664  -0.6666  -2.6458
H  2.8478  -1.0259  1.3625
H  1.4118  0.5132  -1.3097
H  -1.8627  1.8254  0.0975

=====

Most stable structure - x); separation to the second - 47.9 kJ/mol.

=====

w) DFT (wB97M-V/def2-TZVPD) results for a 4-piece molecular cluster, C3H11NO3 overall.

Results
LUMO level (spin up / spin down) ... -6.989 / -7.892 eV
Net charge ... +1
HOMO energy (spin up / spin down) ... -14.35 / -14.35 eV
2S+1 ... 2
Expectation value of S² ... 0.76

Geometry (Å):
O  1.9310  1.1158  -1.1620
O  -0.8841  -2.4427  -0.3670
O  2.8663  -1.7778  0.3898
N  -1.2815  1.8511  -0.6354
C  -1.9136  0.7183  -1.0101
C  -0.9713  1.8308  0.7865
C  -1.1806  0.7509  1.6670
H  -2.6212  0.1804  -0.2999
H  -0.3732  0.4221  2.4044
H  0.9933  1.3790  -0.9077
H  -2.1314  0.3209  1.6754
H  -0.0897  -2.2368  -0.9077
H  -0.5580  -2.5021  0.5605
H  -1.5863  0.2250  -1.9470
H  3.5292  -1.7894  -0.2709
H  2.6384  -2.6895  0.4468
H  -0.6831  2.7836  1.1836
H  2.3158  1.8603  -1.6064

=====

x) DFT (wB97M-V/def2-TZVPD) results for a 3-piece molecular cluster, C3H11NO3 overall.

Results
LUMO level (spin up / spin down) ... -4.109 / -9.028 eV
Net charge ... +1
HOMO energy (spin up / spin down) ... -13.40 / -13.40 eV
2S+1 ... 2
Expectation value of S² ... 0.78

Geometry (Å):
O  -2.7434  3.5815  1.5141
O  -2.9150  0.0766  4.0977
O  0.8952  0.8673  0.1790
N  1.1661  -0.7779  -1.3531
C  1.3016  -2.1595  -1.6935
C  0.6224  -0.2438  -0.2095
C  2.2054  0.0840  -2.0319
H  -2.1060  -0.2438  4.5412
H  2.2891  -2.5335  -1.4025
H  0.5457  -2.7697  -1.2061
H  2.3418  -0.2627  -3.0470
H  -3.1910  -0.7694  3.6836
H  3.1237  -0.0593  -1.4570
H  1.9137  1.1187  -1.8822
H  -3.2026  4.3620  1.2309
H  -0.1213  -0.8910  0.2805
H  -3.3614  2.8333  1.5385
H  1.2362  -2.2129  -2.7827

=====

y) DFT (wB97M-V/def2-TZVPD) results for a 2-piece molecular cluster, C3H11NO3 overall.

Results
LUMO level (spin up / spin down) ... -3.766 / -9.167 eV
Net charge ... +1
HOMO energy (spin up / spin down) ... -15.13 / -15.12 eV
2S+1 ... 2
Expectation value of S² ... 0.76

Geometry (Å):
O  -0.0942  2.5660  1.6789
O  1.7805  -1.2449  -1.8475
O  -1.5778  -0.1058  1.5633
N  -1.0267  0.0406  -1.1219
C  -0.1251  -0.8465  -0.4431
C  1.3278  -0.4434  -0.8006
C  -0.3793  -0.6526  1.1101
H  -1.7910  -0.3492  -1.6789
H  -0.2502  -1.6219  1.6016
H  -0.3590  -1.8302  -0.7901
H  1.9628  -0.6078  0.0655
H  0.4541  -0.1110  1.5791
H  0.5188  1.9267  1.3044
H  1.6649  -0.8223  -2.7081
H  1.4352  0.6273  -1.0115
H  -0.8081  2.0361  2.0460
H  -0.7024  0.9148  -1.5415
H  -2.0303  0.5241  0.9943

=====

Most stable structure - x); separation to the second - 66.3 kJ/mol.

=====

w) DFT (wB97M-V/def2-TZVPD) results for an isolated ion of composition C7H12N and charge +1.

Results
LUMO level (spin up / spin down) ... -4.175 / -4.698 eV
Net charge ... +1
HOMO energy (spin up / spin down) ... -12.96 / -12.20 eV
2S+1 ... 1

Geometry (Å):
N  -0.9851  1.7841  -0.2059
C  3.0297  -0.0652  -0.5338
C  -0.0839  0.9872  0.7337
C  -0.6284  -0.3573  0.1503
C  1.7111  -0.3856  -0.2347
C  -1.4297  0.4984  -0.8146
C  -1.5336  -1.2524  1.0182
C  0.5708  -1.1066  -0.3225
H  -1.7703  -0.9185  1.9842
H  0.6171  -2.2268  -0.4325
H  -1.7505  2.1043  0.3051
H  -0.2262  1.3524  1.6922
H  -2.5419  -1.4768  0.4617
H  3.0687  0.2189  -1.5693
H  -1.1833  -2.2320  1.2094
H  3.8124  -0.9199  -0.3834
H  3.3174  0.7748  0.1677
H  -1.0009  0.3358  -1.7674
H  -2.6044  0.3552  -0.7392
H  -0.3892  2.5302  -0.7193

=====

x) DFT (wB97M-V/def2-TZVPD) results for C7H12N as an isolated structure.

Results
LUMO level ... -4.920 eV
Net charge ... +1
HOMO energy ... -13.01 eV
2S+1 ... 1

Geometry (Å):
N  -1.5647  -0.7953  -0.6944
C  0.3062  0.9853  1.5850
C  -0.5997  1.6986  0.5965
C  0.9195  0.2374  0.6302
C  -0.6246  0.0223  -1.4900
C  0.1397  0.9138  -0.4557
C  -1.3495  -2.0208  -0.4372
C  2.2582  -0.5940  0.6658
H  0.0826  -0.5717  -2.0922
H  -2.3536  -0.2878  -0.3771
H  0.7228  1.4067  -1.1947
H  -0.4397  -2.4355  -0.7712
H  -2.1393  -2.3970  0.1656
H  2.0949  -1.6991  0.4783
H  0.3762  1.1034  2.5790
H  2.8355  -0.2315  -0.1047
H  -1.1681  0.7768  -2.1436
H  2.5062  -0.4536  1.8036
H  -0.3723  2.7039  0.5053
H  -1.6302  1.6381  0.7516

=====

Most stable structure - x); separation to the second - 289.8 kJ/mol.

=====

w) DFT (wB97M-V/def2-TZVPD) results for an isolated ion of composition C7H12N and charge +1.

Results
LUMO level ... -4.698 eV
Net charge ... +1
HOMO energy ... -13.95 eV
2S+1 ... 1
SMILES ... C=C(C)[C@@H]1[C@@H](C)[N+]1=C

Geometry (Å):
N  -0.7124  -0.6381  -0.7531
C  -1.0658  -0.1470  0.5648
C  -0.9802  -1.4621  -1.6713
C  2.4082  0.4662  -0.9758
C  1.5056  0.2555  -0.0632
C  -2.4380  0.4029  0.5706
C  -0.0142  0.4939  -0.2913
C  1.7356  0.1688  1.4149
H  -3.2128  0.4465  -0.2030
H  -1.8117  -2.1106  -1.4895
H  -0.4389  -1.5309  -2.5502
H  1.4367  -0.8218  1.7408
H  3.4223  0.4418  -0.6825
H  1.2794  0.8127  2.1152
H  -2.1152  1.4796  0.6577
H  2.2840  0.5916  -2.0582
H  -0.8374  -0.8865  1.3788
H  -0.2243  1.4468  -0.8308
H  -2.9928  0.2260  1.5488
H  2.7718  0.3645  1.5772

=====

x) DFT (wB97M-V/def2-TZVPD) results for an isolated ion of composition C7H12N and charge +1.

Results
LUMO level ... -3.125 eV
Net charge ... +1
HOMO energy ... -14.22 eV
2S+1 ... 1
SMILES ... C#CC(C)(C)[C@H]1C[NH2+]1

Geometry (Å):
N  -1.7402  -0.8875  -0.0779
C  0.5095  0.2055  -0.2120
C  -0.9429  -1.6424  0.8436
C  0.6895  0.9101  -1.5993
C  1.8678  0.1863  0.5712
C  -0.3625  1.1971  0.4713
C  -1.0821  1.9953  1.0450
C  -0.2735  -1.1349  -0.3529
H  -1.9598  0.0619  0.0452
H  0.8015  0.1139  -2.3487
H  -0.6687  -0.9942  1.7011
H  -1.3214  -2.6272  1.0760
H  -0.0864  1.6602  -1.7806
H  1.6009  1.5001  -1.5422
H  -1.5309  2.6437  1.6934
H  -2.3575  -1.5771  -0.5597
H  -0.0410  -1.7196  -1.2179
H  2.6314  0.7265  0.1002
H  2.0152  0.3597  1.6126
H  2.2511  -0.9776  0.5316

=====

Most stable structure - w); separation to the second - 24.8 kJ/mol.

=====

w) DFT (wB97M-V/def2-TZVPD) results for C2H3Cl2NS in the gas phase.

Results
LUMO level ... 0.099 eV
Net charge ... 0
HOMO energy ... -9.05 eV
2S+1 ... 1
SMILES ... S=CNC(Cl)Cl

Geometry (Å):
Cl  -1.6998  1.6980  -0.4260
Cl  -2.4036  -1.0741  -0.8242
S  2.4477  0.1590  -1.0974
N  0.0445  -0.4286  -0.3417
C  -1.2965  -0.0229  0.0527
C  1.1125  0.4609  -0.2949
H  0.4486  -1.2207  -0.9624
H  -1.3815  0.0613  1.1789
H  1.0057  1.4459  0.2250

=====

x) DFT (wB97M-V/def2-TZVPD) results for C2H3Cl2NS in the gas phase.

Results
LUMO level ... 0.048 eV
Net charge ... 0
HOMO energy ... -9.17 eV
2S+1 ... 1
SMILES ... C/N=C(\Cl)SCl

Geometry (Å):
Cl  -2.1464  -2.3666  -0.2974
Cl  -4.3116  1.5968  0.1600
S  -4.1174  -0.3872  -0.1270
N  -1.4890  0.2282  0.3970
C  -0.0728  0.0515  0.1909
C  -2.3887  -0.7532  0.0783
H  0.0604  0.9414  -0.2839
H  0.1109  -0.7880  -0.5414
H  0.5159  -0.0434  1.0500

=====

Most stable structure - w); separation to the second - 52.2 kJ/mol.